# 1
Here is a cluster of 15 separate species, C30H95N25O15 in total at a distorted geometry from OMol25. Energies are from the ωB97M-V functional and the def2-TZVPD basis.

The value obtained for the frontier orbital gap is 9.18 eV. Its charge is 0.

Geometry (Å):
O -3.62615 1.03969 -5.83797
O 2.26112 10.19031 -2.62559
O -3.47691 12.69852 -0.24253
O -5.76303 -3.00996 5.08043
O -1.80045 -1.48240 10.97096
O -5.82827 3.98109 6.07664
O -7.44079 6.55782 -1.26748
O -3.31824 -7.55589 -5.24622
O 2.18320 -5.83817 6.86454
O 1.14415 1.34307 0.72307
O 8.36239 3.64316 -2.25646
O 3.01057 -1.66475 -9.36416
O -7.55316 -2.99080 -1.03142
O 4.29245 -10.69270 2.06379
O -2.83135 -7.70261 1.40408
N -1.85827 13.51656 1.16482
N 1.60038 -6.23461 4.76219
N -7.30536 -1.32993 -2.39513
N -1.83268 0.21086 12.40568
N -2.57361 2.76970 -4.93508
N 0.02721 2.14411 3.59624
N -3.10912 -9.91197 1.55385
N -2.83419 -5.44035 -5.42741
N -5.88201 -1.54397 -0.88089
N -7.83292 -3.79953 5.12784
N 0.16841 8.41856 -3.97484
N 10.12610 1.45022 -3.25623
N -5.80262 2.82207 7.91518
N 4.75855 -3.31300 -6.37511
N -4.61318 -8.69520 0.60615
N -6.71294 -3.73161 6.98755
N 0.44663 -4.93123 5.80627
N -5.74363 4.96080 8.06311
N -6.67408 6.76958 0.82969
N -3.55578 14.62098 0.77977
N -7.51079 4.94340 0.32074
N 2.18085 -11.79843 4.08625
N -3.96291 3.12104 -6.49471
N -0.66648 0.33668 10.66811
N -4.80283 -6.24650 -6.04134
C -3.51088 -8.69450 1.25287
C 1.26932 0.03720 1.19990
C 0.19690 2.83409 2.35717
C 1.55764 -5.62768 5.87345
C -1.50707 -0.35614 11.30534
C 3.17374 11.12729 -2.25965
C 8.20717 4.92228 -1.72817
C 4.58823 -2.56063 -7.65842
C 2.14488 10.01166 -4.07011
C 1.51595 2.35124 1.62613
C -6.92975 -2.05210 -1.42885
C -3.05690 13.49760 0.54569
C 1.67708 8.18812 -5.81851
C 3.19600 -12.54521 3.36536
C 1.56104 8.61980 -4.35592
C 5.80799 -2.95791 -8.49719
C -6.76023 -3.40288 5.74105
C 0.21067 4.31355 2.55276
C 9.11008 2.76695 -1.42954
C 9.88417 0.43344 -0.95044
C 3.22670 -2.67781 -8.26755
C 9.32689 1.34796 -2.07890
C 1.69180 -1.60666 -9.80599
C 2.95454 -14.01712 3.39061
C -3.63030 -6.47569 -5.53681
C -7.29175 6.10093 -0.11101
C 3.47244 -11.86935 1.97890
C -5.80550 3.95900 7.27778
C 4.29893 -9.98731 0.79537
C -3.41580 2.19023 -5.74810
H 2.90586 12.06831 -2.74011
H 2.29215 2.05924 2.33348
H -2.16835 -10.03565 1.89989
H 2.16788 7.91247 -3.79063
H 9.54604 1.98248 -3.88896
H 9.11223 0.35424 -0.18496
H 2.70476 -14.42926 4.36829
H 1.07620 8.75435 -6.53014
H -0.71516 1.52560 3.30223
H -5.77348 2.82721 8.92475
H 3.16134 11.18084 -1.17104
H 3.81216 -12.59107 1.23607
H 1.88342 3.20494 1.05668
H 1.32275 7.16521 -5.94585
H 0.82359 -0.72188 0.55707
H 5.76733 -3.34492 -6.33729
H 10.77493 0.74662 -0.40587
H -6.60392 6.22406 1.67680
H -4.76099 2.81530 -7.03293
H -0.72961 4.80431 2.80400
H -0.43217 2.82101 4.18861
H 2.31175 -6.89533 4.48379
H -5.85212 -3.60114 7.49948
H -4.34358 14.91509 0.22034
H 0.15906 -4.42639 6.63243
H -8.52221 -4.03919 5.82608
H 2.60359 -2.35081 -7.43516
H 5.63543 -2.63829 -9.52488
H -0.35108 8.88642 -4.70377
H -5.42918 -7.01002 -6.25305
H 8.31746 1.03795 -2.34921
H 10.02873 3.28312 -1.15069
H -6.46471 -0.97737 -2.82999
H 11.02599 1.89219 -3.13394
H 2.39184 -10.81086 4.10305
H -7.78859 4.17352 -0.27107
H -5.54316 5.84478 7.61757
H -5.03128 -9.58738 0.38412
H 1.48959 -0.64842 -10.28452
H -3.46476 -10.78037 1.18034
H -7.45189 4.68925 1.29647
H -8.09653 -1.62477 -2.94941
H 1.49539 10.78917 -4.47227
H -2.35573 -0.31565 13.09073
H 2.44397 -11.68474 1.66865
H -0.49675 0.09604 9.70199
H 4.37737 -2.70936 -5.66068
H 6.70334 -2.38836 -8.24807
H 8.58666 2.62142 -0.48458
H -0.70227 2.53264 1.81983
H -2.65286 3.77620 -4.90702
H -5.79141 1.92720 7.44701
H -0.37966 1.23406 11.03217
H -3.08065 15.34019 1.30615
H 7.40636 4.95337 -0.98937
H -5.39875 -0.70971 -1.18184
H 9.12978 5.36371 -1.35131
H 0.70399 -0.12743 2.11718
H -5.04740 -7.81699 0.36057
H -7.88854 -3.87495 4.12220
H 3.15023 10.07359 -4.48668
H -1.35816 1.07167 12.63791
H -7.59515 -3.80625 7.47356
H 3.13135 -3.73518 -8.51453
H 4.69859 -8.98851 0.97073
H -6.18949 7.60780 0.54217
H 0.51170 4.89510 1.68139
H 2.29459 -0.22525 1.46076
H 0.79178 -6.12748 4.16655
H 2.23439 -12.06992 5.05759
H 3.88561 -14.51602 3.12172
H -1.96905 -5.56762 -4.92200
H 10.07258 -0.51506 -1.45338
H -6.11656 4.78253 8.98464
H 4.70705 -1.50480 -7.41512
H 2.16447 -14.32202 2.70437
H 6.03868 -4.02305 -8.47826
H -3.90657 4.11641 -6.33291
H 0.94969 4.56203 3.31449
H 4.15625 10.79326 -2.59307
H -5.04749 -5.27034 -6.12702
H -0.05467 -4.77170 4.94409
H -5.77469 -1.92882 0.04672
H 4.94528 -10.54601 0.11847
H -1.95227 2.19861 -4.38020
H 4.14235 -12.55729 3.90608
H -3.09521 -4.53925 -5.80159
H -1.12660 12.91367 0.81656
H -1.64532 14.23856 1.83822
H 1.54758 -2.36078 -10.57968
H -0.07249 8.87412 -3.10621
H 3.30671 -9.80234 0.38381
H 0.90250 -1.77115 -9.07247
H 7.90377 5.59300 -2.53204
H 2.71023 8.07127 -6.14568

Löwdin atomic charge list, values in e, 8 entries:
1 O 0.075
2 O -0.205
3 O 0.064
4 O -0.023
5 O 0.039
6 O 0.041
7 O -0.007
8 O 0.081

---

# 2
Here is a structure of composition C45H41GeN5O4S4V from OMol25. Energies are from the ωB97M-V functional and the def2-TZVPD basis.

As for the multiplicity: 2. The value obtained for the frontier orbital gap (alpha / beta) is 6.11 / 6.75 eV. Its charge is 0.

Geometry (Å):
Ge 0.49867 2.10474 2.43133
V 2.13924 -0.40025 0.86282
S 3.35352 0.48743 -0.83712
S -0.01310 1.37370 -0.43005
S 2.42121 -2.94642 -0.45826
S 1.20219 0.08865 -2.95867
O 4.61914 -0.08841 3.93158
O 3.42420 -2.68969 0.57119
O 1.54105 -4.04674 -0.18914
O 2.99811 -0.00030 2.38780
N -2.12472 -0.33154 -0.72055
N 1.63208 -1.54025 -0.70388
N 2.06685 -2.30260 2.93206
N 3.10503 -1.78288 3.71359
N -1.23775 -0.98528 -3.38916
C -0.50514 -3.88818 -2.64595
C -1.79445 3.76114 1.49561
C -1.46514 -6.05740 -3.03183
C -2.21988 2.34920 3.38037
C -5.88715 1.99154 -2.21432
C -2.76668 -1.36099 -1.52314
C 3.89081 -4.06006 -2.60240
C 3.87264 -1.47451 -3.72008
C -3.13028 4.13723 1.47328
C -4.01886 3.61045 2.40202
C 1.79497 4.24060 0.85251
C 2.86887 5.01372 0.43348
C -0.74376 -2.01240 -4.30026
C 0.41915 0.61306 1.13699
C -3.81963 1.46999 -1.07516
C 0.59742 -0.38280 5.84690
C -3.03560 0.62997 -0.09493
C 0.83890 1.39624 4.21900
C 2.33338 -0.76191 -1.75038
C 1.61324 1.69471 6.49273
C -0.43482 -0.32816 -2.45815
C 0.41933 0.11214 4.56230
C 3.66897 -0.57788 3.38142
C 1.93881 3.30252 1.87510
C -3.55905 2.71898 3.36130
C 4.55549 -2.51447 -4.32866
C -5.24493 2.97612 -2.94934
C -1.75408 -4.30115 -4.64958
C 1.42669 2.18517 5.20654
C -3.18414 2.46825 -1.81430
C -0.72492 -5.19226 -2.23322
C 1.20172 0.40870 6.81467
C -2.63785 -1.03141 -3.01695
C -3.89038 3.21394 -2.74578
C -0.92570 0.13540 -1.27928
C 3.22140 -3.00295 -2.01165
C 3.18656 -1.73154 -2.54020
C 4.55967 -3.80094 -3.78553
C 4.27742 3.91715 2.03705
C 4.11265 4.85641 1.02860
C -1.01225 -3.43211 -3.85869
C -5.17495 1.24338 -1.28408
C -1.31760 2.85492 2.44458
C 3.20119 3.14625 2.45448
C -1.98003 -5.61028 -4.23943
H -3.14267 -1.78101 -3.62496
H -1.13072 4.17257 0.74601
H -5.79670 3.56016 -3.67643
H -5.06404 3.89472 2.37577
H -0.30696 -5.52874 -1.29273
H -2.56051 -6.27912 -4.86377
H -2.45875 1.27269 0.56696
H -4.24137 2.30816 4.09659
H 2.37826 -3.11200 2.40771
H 4.95175 5.45882 0.70159
H 3.36787 2.40017 3.22192
H 3.88374 -5.04295 -2.14897
H -1.63917 -7.07734 -2.71118
H 3.86417 -0.48587 -4.16207
H 1.75564 3.19307 4.97393
H 3.59304 -2.36276 4.37418
H -0.36524 -0.09726 1.42833
H -2.15738 -3.95260 -5.59487
H 1.34846 0.02672 7.81762
H 2.08373 2.31727 7.24353
H -6.94420 1.80350 -2.36397
H 0.32688 -1.86249 -4.42046
H -2.12776 2.66371 -1.65017
H 0.05532 -3.20797 -2.01371
H 0.84453 4.36697 0.34987
H -3.10467 -0.05981 -3.20512
H -3.72316 0.05850 0.53030
H 1.27628 -2.52865 3.52112
H 5.08856 -2.32897 -5.25258
H -1.19763 -1.84929 -5.28247
H -2.29490 -2.32792 -1.33362
H 5.24787 3.76962 2.49623
H -3.48144 4.83007 0.71717
H 0.26070 -1.38355 6.09534
H -5.68012 0.47551 -0.70623
H -0.05457 -0.51662 3.81443
H 5.09184 -4.59404 -4.29249
H -3.81486 -1.43083 -1.23194
H -1.87785 1.65291 4.13981
H 2.73360 5.73239 -0.36584
H -3.38528 3.98637 -3.31399

Löwdin atomic charge list, values in e, 8 entries:
1 Ge 0.953
2 V 0.751
3 S 0.681
4 S 0.896
5 S 0.617
6 S 0.987
7 O 0.107
8 O -0.329

---

Relative energy (zero: lowest compared OMol25 entry of this formula, charge and spin) in kcal per mole, matching the order above: 276.7, 12.4